Entry 1:
Below is a structure of composition C53H86N4O9P2Zr at a distorted geometry, with properties calculated with the ωB97M-V functional and the def2-TZVPD basis.

```
155
C53H86N4O9P2Zr, DFT the ωB97M-V functional and the def2-TZVPD basis
Zr 0.285 -0.455 0.108
C -6.286 -5.153 1.230
C -6.094 -3.688 0.840
C -6.945 -2.827 1.787
C -6.596 -3.501 -0.599
C -4.631 -3.255 0.917
C -4.289 -1.941 0.644
C -2.975 -1.496 0.662
C -2.781 0.006 0.713
N -1.788 0.712 -0.168
C -1.700 2.131 0.304
C -0.367 2.612 0.923
N 0.848 1.957 0.381
C 1.367 2.712 -0.771
C 0.379 2.723 -1.912
N -0.012 1.354 -2.247
C -1.421 1.242 -2.635
C -2.335 0.652 -1.547
C 0.888 0.882 -3.296
C 0.840 -0.581 -3.662
C 1.562 -0.909 -4.796
C 1.564 -2.190 -5.322
C 0.689 -3.086 -4.725
C -0.070 -2.808 -3.583
C 0.124 -1.559 -2.944
O -0.315 -1.290 -1.700
C -1.069 -3.908 -3.178
C -0.326 -5.235 -2.928
C -1.878 -3.571 -1.932
C -2.070 -4.102 -4.333
C 2.504 -2.556 -6.471
C 2.218 -3.954 -7.022
C 2.369 -1.547 -7.621
C 3.949 -2.521 -5.944
C 1.965 1.898 1.361
C 1.720 1.277 2.723
C 2.713 1.518 3.660
C 2.609 1.050 4.963
C 1.418 0.412 5.282
C 0.384 0.143 4.377
C 0.585 0.498 3.028
O -0.250 0.181 2.033
C -0.865 -0.537 4.980
C -1.493 0.433 5.997
C -1.950 -0.894 3.960
C -0.456 -1.838 5.703
C 3.735 1.291 5.971
C 5.052 0.738 5.405
C 3.888 2.799 6.224
C 3.464 0.602 7.308
C -1.939 -2.415 0.899
O -0.665 -2.047 0.744
C -2.252 -3.726 1.298
C -3.592 -4.111 1.280
C -1.145 -4.687 1.765
C -1.710 -6.025 2.247
C -0.160 -5.001 0.627
C -0.398 -4.056 2.954
H -7.346 -5.408 1.154
H -5.970 -5.341 2.260
H -5.733 -5.825 0.569
H -7.993 -3.139 1.750
H -6.900 -1.768 1.519
H -6.590 -2.929 2.816
H -7.652 -3.781 -0.677
H -6.022 -4.127 -1.288
H -6.493 -2.462 -0.923
H -5.069 -1.214 0.430
H -2.481 0.246 1.726
H -3.759 0.459 0.534
H -2.467 2.297 1.057
H -1.970 2.767 -0.534
H -0.394 2.455 1.990
H -0.304 3.694 0.762
H 2.297 2.248 -1.086
H 1.591 3.738 -0.465
H 0.829 3.232 -2.772
H -0.493 3.309 -1.639
H -1.498 0.590 -3.505
H -1.794 2.219 -2.951
H -2.522 -0.396 -1.752
H -3.296 1.173 -1.560
H 1.908 1.141 -3.011
H 0.673 1.448 -4.214
H 2.164 -0.126 -5.252
H 0.577 -4.069 -5.163
H 0.490 -5.094 -2.213
H 0.097 -5.647 -3.849
H -1.015 -5.980 -2.517
H -1.230 -3.365 -1.092
H -2.526 -4.414 -1.674
H -2.515 -2.695 -2.093
H -1.586 -4.441 -5.251
H -2.589 -3.163 -4.550
H -2.820 -4.849 -4.048
H 1.201 -4.030 -7.418
H 2.350 -4.723 -6.256
H 2.914 -4.173 -7.836
H 1.327 -1.469 -7.944
H 2.973 -1.864 -8.476
H 2.708 -0.551 -7.326
H 4.103 -3.330 -5.221
H 4.164 -1.575 -5.441
H 4.663 -2.658 -6.764
H 2.336 2.914 1.533
H 2.772 1.364 0.865
H 3.575 2.112 3.354
H 1.273 0.094 6.306
H -1.738 1.384 5.516
H -0.821 0.642 6.834
H -2.417 0.004 6.400
H -2.426 0.012 3.577
H -2.723 -1.487 4.455
H -1.560 -1.468 3.123
H 0.114 -1.644 6.614
H 0.152 -2.468 5.050
H -1.349 -2.402 5.989
H 5.343 1.257 4.487
H 4.957 -0.328 5.178
H 5.861 0.864 6.131
H 4.135 3.332 5.303
H 4.686 2.989 6.950
H 2.957 3.218 6.617
H 3.320 -0.474 7.179
H 2.579 1.013 7.803
H 4.316 0.753 7.974
H -3.834 -5.128 1.557
H -2.225 -6.567 1.448
H -2.403 -5.893 3.084
H -0.883 -6.651 2.593
H -0.655 -5.593 -0.148
H 0.687 -5.574 1.018
H 0.230 -4.091 0.176
H -1.093 -3.890 3.784
H 0.062 -3.105 2.687
H 0.395 -4.730 3.295
N 4.999 -2.810 -0.442
C 3.590 -2.259 -0.571
C 2.745 -3.226 -1.409
P 3.532 -0.591 -1.307
O 4.605 0.203 -0.384
O 3.984 -0.489 -2.706
O 2.134 -0.154 -0.896
P 3.027 -2.266 1.222
O 4.186 -1.394 1.922
O 3.246 -3.687 1.590
O 1.739 -1.510 1.390
H 5.366 -3.150 -1.326
H 4.911 -3.564 0.255
H 5.611 -2.089 -0.052
H 3.074 -3.234 -2.453
H 1.703 -2.908 -1.413
H 2.776 -4.232 -0.986
H 5.154 0.744 -0.972
H 3.828 -0.606 2.373
```

Summary:
HOMO-LUMO gap   7.2 eV
Multiplicity   1
DFT total energy   -3697.598995 a.u.

Results of the Löwdin charge analysis, in e, for atoms 1 through 2: Zr 1.94; C -0.07

***

Entry 2:
Below is a cluster of 3 separate species, C2H10N2O3 in total at a distorted geometry, with properties calculated with the ωB97M-V functional and the def2-TZVPD basis.

```
17
C2H10N2O3, DFT the ωB97M-V functional and the def2-TZVPD basis
N 2.200 -0.051 0.806
C 0.959 -0.671 0.605
C 0.477 -0.274 -0.884
N 0.765 0.941 -1.307
O -0.118 -1.097 -1.550
H 2.953 -0.602 0.404
H 2.434 0.208 1.750
H 0.198 -0.199 1.239
H 0.774 -1.736 0.738
H 1.216 1.561 -0.657
H 0.904 1.161 -2.275
H -2.119 2.498 1.827
H -2.001 3.926 1.267
O -1.654 3.030 1.151
H -2.436 -2.162 -1.317
H -1.971 -3.600 -1.063
O -2.581 -2.932 -0.734
```

Summary:
HOMO-LUMO gap (spin up / spin down)   10.7 / 5.4 eV
Energy above the lowest of the compared OMol25 structures with the same formula, charge and spin   11.3 kcal per mole
<S²>   0.758
Charge   +1
Multiplicity   2
DFT total energy   -417.103611 a.u.

Results of the Löwdin charge analysis, in e, for atoms 1 through 2: N 0.10; C -0.11

***

Entry 3:
Below is a cluster of 15 separate species, C16H60F3N24O16 in total at a distorted geometry, with properties calculated with the ωB97M-V functional and the def2-TZVPD basis.

```
119
C16H60F3N24O16, DFT the ωB97M-V functional and the def2-TZVPD basis
O 4.263 -6.652 -23.798
H 3.341 -6.761 -24.189
H 4.670 -7.440 -23.390
H 4.248 -5.913 -23.119
O 7.127 -3.743 -21.075
H 7.383 -3.031 -21.717
H 7.075 -4.602 -21.527
H 6.213 -3.566 -20.701
C 3.301 -3.703 -22.295
O 2.788 -4.162 -23.494
O 4.480 -4.389 -22.058
C 3.450 -2.141 -22.331
F 3.679 -1.661 -23.574
F 2.380 -1.513 -21.830
F 4.506 -1.667 -21.612
C 1.434 -3.975 -23.838
C 1.286 -3.720 -25.318
H 1.704 -4.392 -26.070
H 0.248 -3.660 -25.664
H 1.693 -2.738 -25.573
H 1.084 -2.998 -23.482
H 0.705 -4.737 -23.552
H 2.689 -4.063 -21.452
C 1.100 -7.408 -25.528
O 1.865 -6.961 -24.668
N 0.011 -8.135 -25.146
N 1.145 -7.169 -26.859
H -0.017 -8.128 -24.132
H -0.730 -8.311 -25.793
H 1.758 -6.448 -27.209
H 0.365 -7.318 -27.472
C 0.670 1.121 -25.217
O 0.795 1.110 -26.442
N -0.377 1.762 -24.633
N 1.429 0.354 -24.390
H -1.000 2.171 -25.309
H -0.764 1.472 -23.753
H 2.195 -0.134 -24.836
H 1.175 0.292 -23.422
C 4.475 -3.208 -18.321
O 5.482 -3.426 -19.016
N 3.553 -2.319 -18.770
N 4.111 -3.873 -17.216
H 2.745 -2.054 -18.242
H 3.865 -1.920 -19.643
H 4.768 -4.563 -16.889
H 3.132 -3.908 -17.005
C 0.163 -7.211 -21.337
O 0.756 -8.259 -21.663
N 0.804 -6.113 -20.918
N -1.185 -7.145 -21.469
H 0.350 -5.214 -21.021
H 1.809 -6.160 -21.016
H -1.514 -6.295 -21.024
H -1.766 -7.937 -21.651
C -2.480 -3.034 -27.248
O -1.529 -3.074 -28.030
N -3.422 -2.068 -27.282
N -2.641 -3.930 -26.252
H -4.247 -2.026 -26.716
H -3.280 -1.350 -27.973
H -3.398 -3.796 -25.606
H -2.063 -4.745 -26.156
C 1.855 2.589 -20.079
O 0.872 2.795 -20.784
N 2.553 3.520 -19.363
N 2.237 1.299 -19.836
H 2.667 4.401 -19.837
H 3.272 3.145 -18.775
H 2.933 1.023 -19.173
H 1.741 0.665 -20.438
C 4.950 -0.912 -26.255
O 4.146 0.023 -26.245
N 4.767 -2.076 -26.920
N 6.123 -0.825 -25.587
H 5.486 -2.774 -26.967
H 3.943 -2.267 -27.472
H 6.292 0.041 -25.098
H 6.958 -1.290 -25.899
C 2.139 -2.219 -28.765
O 3.204 -2.527 -29.296
N 1.995 -1.201 -27.860
N 0.995 -2.911 -28.983
H 1.158 -0.900 -27.395
H 2.779 -0.565 -27.886
H 0.962 -3.498 -29.796
H 0.146 -2.664 -28.484
C -2.206 -3.852 -22.054
O -1.567 -3.957 -20.999
N -3.362 -4.577 -22.198
N -1.804 -3.213 -23.159
H -4.092 -4.139 -22.742
H -3.736 -5.054 -21.395
H -2.042 -3.456 -24.105
H -1.011 -2.628 -22.944
C 4.675 2.558 -23.268
O 5.347 3.008 -22.351
N 4.278 3.337 -24.322
N 4.275 1.258 -23.450
H 4.578 4.294 -24.316
H 3.666 2.920 -24.998
H 4.457 0.649 -22.669
H 3.531 1.031 -24.085
C 7.432 -3.655 -24.502
O 7.658 -2.920 -23.538
N 6.314 -4.391 -24.567
N 8.276 -3.817 -25.577
H 5.764 -4.379 -23.720
H 6.242 -5.005 -25.356
H 8.038 -4.463 -26.302
H 9.173 -3.376 -25.480
C 4.050 -7.610 -20.289
O 4.302 -7.792 -21.485
N 3.919 -8.608 -19.401
N 3.755 -6.365 -19.838
H 3.870 -9.557 -19.728
H 3.496 -8.444 -18.505
H 3.540 -6.354 -18.857
H 3.887 -5.542 -20.416
```

Summary:
HOMO-LUMO gap   8.7 eV
Energy above the lowest of the compared OMol25 structures with the same formula, charge and spin   0.0 kcal per mole
Charge   +1
Multiplicity   1
DFT total energy   -3463.495293 a.u.

Results of the Löwdin charge analysis, in e, for atoms 1 through 2: O 0.19; H 0.08

***

Entry 4:
Below is a cluster of 2 separate species, C7H8Cl2 in total at a distorted geometry, with properties calculated with the ωB97M-V functional and the def2-TZVPD basis.

```
17
C7H8Cl2, DFT the ωB97M-V functional and the def2-TZVPD basis
C 2.892 1.081 1.797
C 2.536 1.053 0.645
C -0.957 -0.315 -0.245
C 0.183 -0.879 0.048
C -2.045 -0.087 0.797
C 2.139 1.226 -0.671
C 1.256 -0.950 -0.941
Cl 0.738 2.204 -0.813
Cl 2.668 -1.967 -0.454
H 3.374 1.203 2.739
H -0.952 0.193 -1.244
H 0.381 -1.504 0.945
H -2.906 0.120 0.279
H -2.067 -0.968 1.504
H -1.636 0.809 1.299
H 2.723 1.236 -1.526
H 0.965 -1.009 -2.010
```

Summary:
HOMO-LUMO gap (spin up / spin down)   7.6 / 7.6 eV
Energy above the lowest of the compared OMol25 structures with the same formula, charge and spin   121.7 kcal per mole
Multiplicity   1
DFT total energy   -1191.718968 a.u.

Results of the Löwdin charge analysis, in e, for atoms 1 through 2: C 0.14; C -0.31

***

Entry 5:
Below is a structure of composition C11H34N8O10V at a distorted geometry, with properties calculated with the ωB97M-V functional and the def2-TZVPD basis.

```
64
C11H34N8O10V, DFT the ωB97M-V functional and the def2-TZVPD basis
O -1.351 -0.773 -0.197
V -1.922 0.705 -0.408
O -2.659 1.067 0.950
O -7.072 -1.175 -5.837
C -6.271 -2.269 -5.364
C -5.381 -1.934 -3.994
O -5.117 -0.605 -3.666
H -5.730 -2.665 -6.223
H -6.990 -3.039 -5.085
H -4.526 -2.539 -3.695
H -6.008 -2.127 -3.123
C -1.799 -7.856 0.978
O -2.716 -7.687 0.231
N -0.953 -8.846 0.810
N -1.556 -7.136 2.031
H -1.039 -9.612 0.157
H -0.197 -8.919 1.476
H -1.999 -6.231 1.952
H -0.611 -7.218 2.378
C 3.557 1.296 1.950
O 2.440 1.477 1.544
N 3.896 1.258 3.226
N 4.540 0.986 1.179
H 3.247 1.614 3.914
H 4.822 1.043 3.569
H 5.395 0.586 1.536
H 4.467 1.057 0.174
C 3.157 -5.137 -1.657
O 2.762 -4.759 -2.752
N 3.343 -4.385 -0.658
N 3.729 -6.292 -1.398
H 3.091 -3.415 -0.531
H 3.231 -4.974 0.155
H 3.786 -6.531 -0.419
H 3.660 -7.045 -2.068
C 2.816 1.216 -5.446
O 2.170 1.255 -4.426
N 3.815 0.406 -5.620
N 2.648 2.058 -6.479
H 4.355 0.333 -6.471
H 4.016 -0.189 -4.829
H 1.823 2.639 -6.510
H 3.344 2.297 -7.172
C 0.125 7.337 -0.355
C -0.031 6.674 -1.723
O -1.002 5.564 -1.464
H -0.851 7.583 0.064
H 0.798 8.191 -0.434
H 0.663 6.631 0.278
H 0.907 6.259 -2.091
H -0.394 7.404 -2.446
H -1.852 5.931 -1.717
C -2.708 2.921 6.571
C -1.233 3.059 6.137
C -0.843 4.521 5.809
O -0.601 2.753 7.321
H -2.873 1.873 6.823
H -3.314 3.211 5.713
H -3.176 3.484 7.378
H -0.950 2.305 5.403
H -1.335 4.883 4.906
H 0.215 4.499 5.548
H -0.975 5.170 6.675
H -0.779 1.815 7.420
```

Summary:
HOMO-LUMO gap   2.6 eV
Charge   -1
Multiplicity   1
DFT total energy   -2573.694747 a.u.

Results of the Löwdin charge analysis, in e, for atoms 1 through 2: O -0.56; V 0.81

***

Entry 6:
Below is a structure of composition C30H30F3N8OSSbTi at a distorted geometry, with properties calculated with the ωB97M-V functional and the def2-TZVPD basis.

```
75
C30H30F3N8OSSbTi, DFT the ωB97M-V functional and the def2-TZVPD basis
Ti -0.227 0.772 -1.009
N -3.826 2.048 1.151
C -2.649 1.861 0.516
S -2.708 1.107 -1.076
N -1.587 2.251 1.179
N -0.360 2.013 0.523
C 0.632 2.637 1.040
C 2.027 2.481 0.634
C 2.977 3.334 1.205
C 4.310 3.250 0.862
C 4.710 2.293 -0.072
C 3.792 1.423 -0.627
C 2.454 1.501 -0.269
O 1.556 0.624 -0.773
H -4.683 1.917 0.649
H -3.831 2.574 2.009
H 0.397 3.324 1.849
H 2.645 4.075 1.926
H 5.034 3.918 1.311
H 5.754 2.223 -0.358
H 4.093 0.658 -1.331
C -1.046 3.987 -4.472
N -0.478 2.670 -4.760
C -0.613 2.142 -6.123
C -0.027 1.933 -3.737
N -0.126 2.233 -2.481
N 0.665 0.771 -4.123
C 0.678 -0.460 -3.488
N 1.555 -1.337 -4.016
N -0.166 -0.738 -2.542
H -1.056 4.568 -5.390
H -0.426 4.521 -3.754
H -2.063 3.910 -4.087
H -1.362 2.733 -6.641
H -0.954 1.110 -6.111
H 0.318 2.214 -6.691
H -0.682 3.059 -2.316
H 1.175 0.836 -4.986
H 2.286 -1.029 -4.634
H 1.721 -2.199 -3.526
H -0.075 -1.698 -2.241
F -5.371 -1.388 5.098
C -4.365 -1.325 4.210
C -4.669 -1.310 2.866
C -3.624 -1.239 1.955
C -2.299 -1.191 2.393
C -2.032 -1.217 3.760
C -3.070 -1.281 4.682
Sb -0.789 -1.219 0.929
C -0.641 -3.320 0.716
C -0.316 -4.123 1.815
C -0.255 -5.504 1.691
C -0.526 -6.069 0.460
F -0.467 -7.404 0.339
C -0.860 -5.319 -0.647
C -0.916 -3.934 -0.507
C 0.948 -0.903 2.120
C 2.117 -1.605 1.817
C 3.323 -1.288 2.431
C 3.342 -0.257 3.347
F 4.506 0.060 3.938
C 2.217 0.466 3.674
C 1.018 0.142 3.045
H -5.704 -1.354 2.549
H -3.855 -1.214 0.895
H -1.015 -1.205 4.125
H -2.886 -1.305 5.748
H -0.104 -3.672 2.781
H -0.006 -6.144 2.530
H -1.078 -5.815 -1.585
H -1.214 -3.343 -1.367
H 2.097 -2.417 1.100
H 4.238 -1.821 2.206
H 2.287 1.271 4.397
H 0.138 0.734 3.270
```

Summary:
HOMO-LUMO gap (spin up / spin down)   7.5 / 7.7 eV
Energy above the lowest of the compared OMol25 structures with the same formula, charge and spin   0.0 kcal per mole
<S²>   0.759
Charge   +1
Multiplicity   2
DFT total energy   -3461.924958 a.u.

Results of the Löwdin charge analysis, in e, for atoms 1 through 2: Ti 0.54; N 0.09

***

Entry 7:
Below is an isolated molecule of C4H8N2O at a distorted geometry, with properties calculated with the ωB97M-V functional and the def2-TZVPD basis.

```
15
C4H8N2O, DFT the ωB97M-V functional and the def2-TZVPD basis
C -1.783 1.042 0.553
N -0.337 0.972 0.430
C 0.158 0.077 -0.588
C 1.678 -0.133 -0.400
O 1.906 -1.076 0.621
C -0.353 -1.329 -0.539
N -0.500 -2.477 -0.492
H -2.253 0.071 0.781
H -2.040 1.749 1.348
H -2.215 1.420 -0.380
H 0.089 0.726 1.320
H -0.082 0.481 -1.582
H 2.109 0.818 -0.068
H 2.143 -0.427 -1.351
H 1.482 -1.915 0.348
```

Summary:
HOMO-LUMO gap   10.7 eV
Energy above the lowest of the compared OMol25 structures with the same formula, charge and spin   44.2 kcal per mole
SMILES string   CN[C@H](C#N)CO
Multiplicity   1
DFT total energy   -341.933155 a.u.

Results of the Löwdin charge analysis, in e, for atoms 1 through 2: C -0.12; N -0.09